Model i:
Molecular formula: BrH16O8
Method: DFT, the ωB97M-V functional and the def2-TZVPD basis

Cartesian coordinates (Å):
Br: -0.03 -0.04 0.33
O: -2.57 0.69 -0.50
H: -2.56 1.52 -0.03
H: -1.69 0.34 -0.38
O: -2.10 -1.89 0.71
H: -2.93 -1.47 0.47
H: -1.43 -1.22 0.56
O: 0.49 0.58 -2.25
H: 0.34 0.83 -1.33
H: -0.24 0.99 -2.72
O: 2.59 0.20 -0.39
H: 3.04 0.82 -0.96
H: 1.70 0.54 -0.31
O: -1.20 2.52 0.52
H: -0.93 2.97 1.32
H: -0.60 1.78 0.44
O: 1.68 1.49 1.59
H: 1.05 0.90 1.17
H: 2.28 0.91 2.06
O: 1.19 -2.27 1.32
H: 2.09 -2.54 1.17
H: 1.06 -1.52 0.73
O: -0.51 -2.42 -1.14
H: -0.35 -1.92 -1.94
H: -0.36 -1.79 -0.43

As for the spin multiplicity: 1. The HOMO-LUMO gap comes out at 9.45 eV. Its net charge is -1.

Here is what natural (NBO) gives for the atomic charges, in e: atom 1 (Br): -0.405, atom 2 (O): -1.005, atom 3 (H): 0.487, atom 4 (H): 0.424, atom 5 (O): -0.953, atom 6 (H): 0.469, atom 7 (H): 0.414, atom 8 (O): -0.970, atom 9 (H): 0.436, atom 10 (H): 0.464, atom 11 (O): -0.965, atom 12 (H): 0.461, atom 13 (H): 0.442, atom 14 (O): -0.982, atom 15 (H): 0.474, atom 16 (H): 0.447, atom 17 (O): -0.980, atom 18 (H): 0.391, atom 19 (H): 0.465, atom 20 (O): -0.956, atom 21 (H): 0.457, atom 22 (H): 0.442, atom 23 (O): -0.950, atom 24 (H): 0.457, atom 25 (H): 0.437

Model ii:
Molecular formula: BrH16O8
Method: DFT, the ωB97M-V functional and the def2-TZVPD basis

Cartesian coordinates (Å):
Br: -0.96 0.27 0.28
O: -0.18 -1.08 3.37
H: -0.01 -0.24 3.74
H: -0.69 -0.77 2.60
O: 1.45 -0.90 -1.72
H: 2.14 -0.45 -2.11
H: 0.78 -0.32 -1.37
O: 1.50 -2.35 0.85
H: 0.81 -1.83 0.53
H: 1.17 -2.70 1.66
O: -0.88 -2.80 -0.88
H: -1.36 -2.81 -1.69
H: -1.05 -1.88 -0.55
O: -2.14 0.10 -3.21
H: -1.29 0.58 -3.28
H: -2.25 0.03 -2.25
O: 0.04 2.63 2.35
H: 0.44 2.24 3.14
H: -0.32 1.87 1.85
O: 2.54 0.92 0.42
H: 1.70 0.44 0.38
H: 3.10 0.32 -0.04
O: -1.25 3.21 -1.38
H: -1.28 2.53 -0.75
H: -2.01 3.00 -1.94

As for the spin multiplicity: 1. The HOMO-LUMO gap comes out at 9.82 eV. Its net charge is -1.

Here is what natural (NBO) gives for the atomic charges, in e: atom 1 (Br): -0.896, atom 2 (O): -0.951, atom 3 (H): 0.453, atom 4 (H): 0.487, atom 5 (O): -0.959, atom 6 (H): 0.459, atom 7 (H): 0.485, atom 8 (O): -0.938, atom 9 (H): 0.472, atom 10 (H): 0.461, atom 11 (O): -0.962, atom 12 (H): 0.457, atom 13 (H): 0.477, atom 14 (O): -0.961, atom 15 (H): 0.473, atom 16 (H): 0.484, atom 17 (O): -0.963, atom 18 (H): 0.451, atom 19 (H): 0.488, atom 20 (O): -0.949, atom 21 (H): 0.484, atom 22 (H): 0.457, atom 23 (O): -0.947, atom 24 (H): 0.483, atom 25 (H): 0.455

Energy relative to the most stable one, in hartree: model i 0.1848; model ii 0.0000

Model i:
Molecular formula: C3H14N2O3
Method: DFT, the ωB97M-V functional and the def2-TZVPD basis

Cartesian coordinates (Å):
C: -0.70 -0.91 0.60
C: -1.64 -1.66 -0.30
O: 0.82 -1.17 -1.50
N: -0.84 0.51 0.57
C: -0.21 1.14 -0.55
N: -0.67 0.84 -1.85
H: -0.74 -1.25 1.65
H: 0.38 -1.16 0.31
H: -1.60 -2.74 -0.22
H: -1.42 -1.41 -1.34
H: -2.69 -1.39 -0.10
H: -0.37 1.03 1.38
H: -0.15 2.22 -0.36
H: 0.92 0.93 -0.50
H: 0.01 0.11 -2.15
H: -0.66 1.59 -2.52
H: 1.55 -1.54 -2.02
H: 2.96 0.08 1.19
O: 2.02 0.08 1.00
H: 0.78 2.07 3.10
H: 1.53 0.92 1.40
O: 0.73 1.72 2.21

As for the spin multiplicity: 1. The HOMO-LUMO gap comes out at 4.94 eV. Its net charge is 0.

Here is what natural (NBO) gives for the atomic charges, in e: atom 1 (C): -0.268, atom 2 (C): -0.628, atom 3 (O): -0.905, atom 4 (N): -0.265, atom 5 (C): -0.162, atom 6 (N): -0.735, atom 7 (H): 0.234, atom 8 (H): 0.404, atom 9 (H): 0.229, atom 10 (H): 0.255, atom 11 (H): 0.218, atom 12 (H): 0.469, atom 13 (H): 0.240, atom 14 (H): 0.408, atom 15 (H): 0.421, atom 16 (H): 0.378, atom 17 (H): 0.458, atom 18 (H): 0.476, atom 19 (O): -1.009, atom 20 (H): 0.475, atom 21 (H): 0.503, atom 22 (O): -1.196

Model ii:
Molecular formula: C3H14N2O3
Method: DFT, the ωB97M-V functional and the def2-TZVPD basis

Cartesian coordinates (Å):
H: -2.84 2.11 1.91
N: -1.83 1.91 1.93
C: -1.44 1.35 0.85
N: -0.04 1.44 0.72
C: 0.73 0.20 0.42
C: 2.12 0.68 0.04
H: -2.02 0.92 0.04
H: 0.50 1.89 1.45
H: 0.31 -0.42 -0.41
H: 0.79 -0.52 1.26
H: 2.20 1.01 -1.01
H: 2.88 -0.09 0.21
H: 2.35 1.66 0.49
O: 0.16 1.49 -2.60
H: -0.04 1.56 -1.65
H: -0.70 1.23 -2.97
O: 0.46 -3.24 -0.52
H: 0.51 -2.79 -1.38
H: 0.20 -4.15 -0.72
O: -1.70 -1.90 0.42
H: -0.83 -2.27 0.16
H: -1.78 -2.08 1.37

As for the spin multiplicity: 1. As for the SMILES: [H]/N=C/NCC.O.O.O. The HOMO-LUMO gap comes out at 9.52 eV. Its net charge is 0.

Here is what natural (NBO) gives for the atomic charges, in e: atom 1 (H): 0.332, atom 2 (N): -0.689, atom 3 (C): 0.276, atom 4 (N): -0.648, atom 5 (C): -0.232, atom 6 (C): -0.634, atom 7 (H): 0.180, atom 8 (H): 0.394, atom 9 (H): 0.194, atom 10 (H): 0.179, atom 11 (H): 0.226, atom 12 (H): 0.213, atom 13 (H): 0.207, atom 14 (O): -0.945, atom 15 (H): 0.477, atom 16 (H): 0.464, atom 17 (O): -0.942, atom 18 (H): 0.485, atom 19 (H): 0.488, atom 20 (O): -0.980, atom 21 (H): 0.488, atom 22 (H): 0.468

Energy relative to the most stable one, in hartree: model i 0.2435; model ii 0.0000